Record 1
The following is a quantum chemistry calculation of 25 unconnected molecules or ions with the total composition C73H212N34O25 at a distorted geometry, from the OMol25 dataset.

```
344
Properties=species:S:1:pos:R:3
C -7.8643 2.2562 -0.3874
C -8.1686 3.2782 -1.4511
C -9.2775 2.7523 -2.4140
O -8.9808 1.5607 -3.0501
C -9.9812 1.0779 -3.8364
N -8.5932 4.4517 -0.7464
H -8.1486 2.4707 0.6428
H -6.7838 2.1129 -0.3864
H -8.3709 1.3321 -0.6660
H -7.2587 3.6288 -1.9382
H -9.4070 3.5352 -3.1613
H -10.2433 2.7302 -1.9092
H -9.7347 0.4714 -4.7079
H -10.4637 1.8375 -4.4515
H -10.8203 0.8625 -3.1749
H -7.9291 4.8334 -0.0881
H -8.6592 5.2144 -1.4051
C 5.3403 -8.9996 4.8506
C 5.0987 -7.7469 3.8887
C 3.7530 -7.1010 3.9639
O 3.5245 -5.9898 3.1049
C 3.0323 -4.8969 3.8532
N 6.1508 -6.7127 4.0206
H 5.2500 -8.8585 5.9276
H 6.2806 -9.5421 4.7520
H 4.5333 -9.7139 4.6875
H 5.0592 -8.1358 2.8713
H 3.6509 -6.9299 5.0355
H 2.8574 -7.6876 3.7594
H 3.7102 -4.5138 4.6160
H 2.0957 -5.0530 4.3883
H 2.9851 -4.2084 3.0095
H 6.9884 -7.0025 3.5363
H 5.8063 -6.0147 3.3771
C 4.8423 1.8363 7.9948
C 4.1690 0.5013 7.7544
C 4.2270 -0.1475 6.3443
O 4.0427 0.8222 5.3037
C 3.4710 0.2122 4.1738
N 4.6158 -0.3583 8.7734
H 5.8900 1.9796 7.7307
H 4.6820 2.1289 9.0325
H 4.4623 2.6536 7.3817
H 3.1364 0.8079 7.9216
H 3.5764 -1.0189 6.2691
H 5.2738 -0.4113 6.1936
H 2.5028 -0.2845 4.2367
H 4.0323 -0.6733 3.8754
H 3.6154 0.8497 3.3015
H 4.3926 -1.3398 8.6903
H 4.1200 -0.1239 9.6216
C -6.8741 -1.1778 -1.4516
C -7.2259 -2.0345 -0.3127
C -8.5379 -1.6632 0.4025
O -8.3999 -1.7968 1.8310
C -9.6041 -2.1649 2.4888
N -7.1446 -3.4698 -0.7304
H -6.2157 -1.7436 -2.1107
H -6.5368 -0.2188 -1.0586
H -7.7901 -0.8486 -1.9421
H -6.4386 -1.8678 0.4224
H -9.3739 -2.2626 0.0421
H -8.8023 -0.6060 0.3806
H -9.4029 -1.8581 3.5152
H -9.9098 -3.2111 2.5028
H -10.3687 -1.4487 2.1877
H -7.9436 -3.6862 -1.3091
H -7.4381 -3.9954 0.0805
C 4.5206 1.1127 -0.4035
C 4.8449 2.6569 -0.4293
C 5.3794 3.0837 -1.8099
O 6.7028 2.6857 -1.9688
C 7.7121 3.6548 -2.2837
N 3.6656 3.3850 -0.2345
H 5.4526 0.5837 -0.6022
H 3.5985 0.9048 -0.9463
H 4.3205 1.0247 0.6644
H 5.6491 2.9568 0.2426
H 5.2322 4.1529 -1.9625
H 4.6834 2.6627 -2.5354
H 7.5114 4.2241 -3.1913
H 8.6605 3.1317 -2.4063
H 7.8908 4.3574 -1.4698
H 3.1613 3.0423 -1.0397
H 3.7225 4.3602 -0.4910
C 7.6250 -0.9218 -2.4943
C 6.2562 -1.5661 -2.6914
C 5.3606 -1.0275 -3.9097
O 4.1029 -1.4879 -3.7751
C 3.2699 -1.4768 -4.8945
N 6.4266 -2.9890 -2.6296
H 8.1586 -0.7891 -1.5532
H 7.7081 0.0997 -2.8653
H 8.4201 -1.5017 -2.9629
H 5.6355 -1.3770 -1.8156
H 5.8159 -1.4128 -4.8220
H 5.4811 0.0557 -3.9232
H 2.9326 -0.4614 -5.1021
H 2.2511 -1.7957 -4.6745
H 3.6633 -2.0783 -5.7140
H 5.5271 -3.2747 -2.9892
H 7.1983 -3.1039 -3.2710
C 0.6697 1.3921 -0.1137
C 0.4701 0.2476 0.9327
C -0.2543 -0.9367 0.2174
O -1.5676 -0.5343 -0.1073
C -2.2820 -1.6153 -0.6898
N 1.8692 -0.0873 1.3477
H 1.4314 1.0541 -0.8164
H 1.1074 2.3237 0.2450
H -0.2469 1.6850 -0.6256
H -0.1982 0.6242 1.7070
H -0.3528 -1.8643 0.7813
H 0.1963 -1.0715 -0.7659
H -2.6623 -2.3653 0.0037
H -1.6309 -2.2396 -1.3017
H -3.1490 -1.1928 -1.1977
H 2.3962 0.7714 1.4187
H 2.2334 -0.5039 0.5028
C 7.1831 1.2032 4.5857
C 8.0712 1.5072 3.4525
C 7.2671 1.4682 2.1559
O 8.0339 1.9411 1.0759
C 9.0982 1.1013 0.6382
N 8.5566 2.8813 3.6122
H 6.5559 0.3120 4.5619
H 6.4392 1.9937 4.6850
H 7.7090 1.3367 5.5310
H 8.9545 0.8728 3.5265
H 6.4418 2.1798 2.1793
H 6.8968 0.4793 1.8854
H 8.7421 0.0728 0.5776
H 9.8790 1.1659 1.3960
H 9.4553 1.3273 -0.3666
H 8.6579 2.9059 2.6076
H 7.8893 3.6190 3.7870
C 2.6353 -6.3144 -3.1818
C 1.6986 -5.2635 -2.5067
C 2.4941 -4.0386 -2.0899
O 2.9710 -4.1818 -0.7536
C 3.1849 -2.9439 -0.1870
N 0.5434 -4.9447 -3.3733
H 3.3607 -6.6913 -2.4607
H 3.2218 -5.9663 -4.0321
H 2.1221 -7.2148 -3.5193
H 1.4041 -5.6110 -1.5165
H 2.0111 -3.1069 -2.3845
H 3.3403 -3.7782 -2.7257
H 3.7386 -3.1000 0.7388
H 2.1764 -2.5702 -0.0100
H 3.6953 -2.3218 -0.9223
H 0.1311 -4.1331 -2.9359
H -0.2297 -5.5720 -3.2035
C -4.8011 -5.1408 1.5691
C -5.0053 -6.6671 1.8223
C -6.4679 -6.7357 2.2566
O -6.6892 -6.3989 3.6703
C -8.0657 -6.5232 4.0415
N -4.9223 -7.3054 0.5514
H -5.0119 -4.6371 2.5125
H -5.4822 -4.6695 0.8605
H -3.7663 -4.9302 1.2991
H -4.3345 -7.1655 2.5221
H -6.8026 -7.7721 2.2133
H -7.0849 -6.1254 1.5972
H -8.0602 -6.1975 5.0817
H -8.4672 -7.5155 3.8362
H -8.7217 -5.8436 3.4975
H -3.9993 -7.3220 0.1417
H -5.2844 -8.2452 0.6264
C -4.3009 2.7663 -1.2421
C -3.7947 2.3153 -2.5513
C -3.9758 3.2836 -3.7042
O -5.3625 3.6761 -3.9550
C -5.6322 4.6406 -4.9709
N -2.4432 1.7731 -2.4170
H -5.2870 3.2295 -1.2092
H -3.5956 3.3178 -0.6202
H -4.3958 1.8524 -0.6557
H -4.4134 1.4385 -2.7426
H -3.5745 2.8069 -4.5986
H -3.4478 4.2039 -3.4545
H -6.6721 4.9548 -5.0603
H -5.4684 4.2687 -5.9823
H -5.0369 5.5520 -4.9162
H -2.5537 0.8078 -2.1411
H -1.9585 1.8837 -3.2962
C -3.3176 1.1756 4.0759
C -3.0955 -0.2017 3.4802
C -2.6248 -1.2723 4.5802
O -1.8587 -2.3202 3.9676
C -0.4935 -2.2790 3.9722
N -4.3504 -0.6896 2.9558
H -3.5540 1.8598 3.2610
H -2.5001 1.6728 4.5981
H -4.1133 1.2003 4.8204
H -2.2593 -0.1230 2.7855
H -3.4422 -1.7300 5.1374
H -2.0271 -0.7492 5.3266
H -0.1331 -3.2001 3.5140
H -0.0219 -2.1028 4.9389
H -0.1008 -1.4897 3.3312
H -4.4580 -1.6888 3.0563
H -4.1252 -0.6750 1.9713
C 0.5976 2.1812 3.9738
C 1.2548 3.0479 5.1020
C 0.9531 2.6304 6.5284
O 1.4732 3.5824 7.4787
C 0.8959 4.8099 7.5148
N 2.7049 3.2394 4.7745
H 0.9977 1.1703 4.0512
H 0.7528 2.5926 2.9764
H -0.4769 2.0622 4.1131
H 0.9556 4.0946 5.0467
H 1.4550 1.7050 6.8107
H -0.1083 2.3965 6.6104
H -0.0596 4.7623 8.0370
H 0.9270 5.4152 6.6088
H 1.5691 5.4260 8.1109
H 3.2670 3.9406 5.2354
H 3.2077 2.3727 4.9017
C -1.3913 4.1773 1.7062
C -2.4811 5.1490 2.2356
C -3.7740 4.5368 2.7752
O -4.5520 5.6391 3.1754
C -5.8836 5.3059 3.3073
N -1.8579 5.7355 3.4310
H -0.9419 3.5423 2.4698
H -0.6075 4.7657 1.2293
H -1.8909 3.6196 0.9141
H -2.6350 5.9319 1.4930
H -3.6788 3.8840 3.6430
H -4.1484 4.0200 1.8916
H -6.1351 4.3994 3.8578
H -6.3423 5.2571 2.3198
H -6.4237 6.0123 3.9377
H -2.4954 6.4610 3.7266
H -1.0302 6.1250 3.0029
C 8.3846 -3.4638 1.5832
C 7.0850 -3.1635 2.2999
C 7.2846 -2.5162 3.7068
O 8.0168 -3.5080 4.4563
C 8.4140 -3.1421 5.7445
N 6.2626 -2.1964 1.4820
H 9.0521 -2.6239 1.7759
H 8.2967 -3.6256 0.5089
H 8.7565 -4.3983 2.0031
H 6.5614 -4.1186 2.3417
H 6.3124 -2.3013 4.1504
H 7.7297 -1.5213 3.7168
H 9.2589 -2.4561 5.8061
H 8.7252 -4.0514 6.2586
H 7.4703 -2.7869 6.1585
H 5.8111 -2.6312 0.6901
H 6.9265 -1.4961 1.1837
C -1.5334 4.6139 -5.4753
C -0.3005 5.1466 -6.1996
C 0.3487 4.2046 -7.1501
O 1.1339 4.7112 -8.3689
C 1.6933 3.6175 -9.1312
N -0.7557 6.3232 -6.9991
H -2.3089 4.1564 -6.0897
H -2.0851 5.3444 -4.8836
H -1.0483 3.8599 -4.8555
H 0.4309 5.6155 -5.5413
H -0.4726 3.7129 -7.6714
H 0.8642 3.4198 -6.5966
H 0.9897 2.7961 -8.9963
H 2.6784 3.3030 -8.7865
H 1.6877 3.9504 -10.1691
H -1.4419 5.9842 -7.6581
H 0.0248 6.8026 -7.4246
C -1.5903 -0.3166 -4.7402
O -0.5304 -0.7563 -4.4397
N -2.7547 -0.7964 -4.3310
N -1.7751 0.6758 -5.5353
H -2.6703 -1.7117 -3.9124
H -3.5651 -0.2679 -4.6210
H -0.9900 1.2276 -5.8504
H -2.7108 0.9159 -5.8299
C -6.0026 0.4437 -4.8942
O -4.8179 0.6028 -5.3516
N -6.5794 1.2062 -4.0497
N -6.7700 -0.5462 -5.0630
H -6.0874 2.0873 -4.0068
H -7.5460 1.2797 -3.7663
H -7.6712 -0.4729 -4.6130
H -6.4935 -1.1532 -5.8214
C -4.9346 -3.0181 -7.5529
O -5.7537 -3.7547 -6.9973
N -4.6390 -3.1446 -8.8037
N -4.3008 -2.0205 -6.9413
H -3.7840 -2.7046 -9.1128
H -4.8516 -4.0449 -9.2091
H -4.4456 -1.7999 -5.9664
H -3.7330 -1.4871 -7.5841
C -3.8155 -4.2416 -3.1573
O -2.7854 -4.6677 -3.5721
N -4.7695 -3.7804 -4.0302
N -4.1915 -4.2111 -1.8509
H -4.7524 -4.2919 -4.9009
H -5.5783 -3.3744 -3.5818
H -3.5154 -4.7342 -1.3130
H -5.1158 -3.9816 -1.5147
C -0.9838 5.5008 -1.9518
O -0.2218 6.3941 -2.3029
N -0.6684 4.2568 -2.2192
N -2.1361 5.7253 -1.4148
H -1.3449 3.5135 -2.3193
H 0.3254 4.0841 -2.1692
H -2.7542 4.9423 -1.2568
H -2.3227 6.7153 -1.4868
C 1.6993 2.6189 -3.8033
O 1.7382 3.6792 -3.2715
N 2.3930 2.4057 -4.8189
N 1.1494 1.5844 -3.3430
H 2.2257 1.5306 -5.2946
H 3.0444 3.1050 -5.1456
H 0.3879 1.6475 -2.6825
H 1.0717 0.7749 -3.9419
C -2.5146 -7.6260 -1.4689
O -2.5671 -6.6318 -0.6921
N -2.9858 -7.5022 -2.6965
N -2.0142 -8.7355 -1.1100
H -3.1391 -6.5418 -2.9691
H -2.9474 -8.3333 -3.2691
H -1.4218 -8.7226 -0.2921
H -2.2458 -9.6428 -1.4884
C 5.2823 5.0447 3.0946
O 5.7691 4.9051 4.2036
N 4.3416 4.3336 2.6023
N 5.6700 5.9839 2.2757
H 4.1565 4.2689 1.6115
H 3.8880 3.7966 3.3275
H 6.2777 6.7067 2.6341
H 5.3832 5.9712 1.3074
C 2.8032 6.4589 -0.9179
O 3.8336 6.2262 -0.3101
N 2.5272 6.2822 -2.1838
N 1.8302 7.0731 -0.3850
H 1.5729 6.0616 -2.4303
H 3.2409 5.9461 -2.8145
H 1.0849 7.4207 -0.9715
H 1.7190 7.2475 0.6036
```

Calculated values
Largest force on an atom, eV/Å: 8.17
Kohn-Sham gap, eV: 7.949
Lowest unoccupied orbital energy, eV: -0.17

Results of the Löwdin charge analysis, in e, for atoms 1 through 2: atom 1 (C): -0.0427, atom 2 (C): -0.4212

=====

Record 2
The following is a quantum chemistry calculation of a single C10H11FO molecule at a distorted geometry, from the OMol25 dataset.

```
23
Properties=species:S:1:pos:R:3
C -1.7988 -1.7624 0.1045
C -2.3303 -0.6455 -0.7118
C -0.6533 -1.7704 0.6559
C -1.8213 0.5853 -0.5257
C 0.1400 -0.5111 0.5442
C -0.6582 0.7489 0.2861
C 0.9393 -0.6761 -0.8484
C 2.1985 0.1139 -0.7466
C -0.4987 1.9553 0.9459
C 3.2965 -0.0227 0.0006
O -1.1321 3.1069 0.7062
F 3.5683 -1.1750 0.7034
H -2.4649 -2.6911 0.0813
H -3.2509 -0.8883 -1.1409
H -0.2288 -2.4981 1.3740
H -2.2645 1.4464 -0.9169
H 0.8864 -0.1234 1.3133
H 1.1283 -1.7080 -0.9908
H 0.3858 -0.2597 -1.6287
H 2.1699 1.0643 -1.1794
H 0.1470 2.0156 1.7385
H 4.0777 0.7546 0.1234
H -1.8360 2.9406 0.1120
```

Calculated values
Largest force on an atom, eV/Å: 7.90
Kohn-Sham gap (alpha / beta), eV: 5.993 / 7.524
Lowest unoccupied orbital energy (alpha / beta), eV: 0.75 / -1.85
⟨S²⟩: 2.02
Spin multiplicity: 3
ΔE to the lowest compared entry with this formula, charge and spin, kcal per mole: 0.0

Results of the Löwdin charge analysis, in e, for atoms 1 through 2: atom 1 (C): -0.1244, atom 2 (C): -0.0622

=====

Record 3
The following is a quantum chemistry calculation of 9 unconnected molecules or ions with the total composition C4H28N2O8 at a distorted geometry, from the OMol25 dataset.

```
42
Properties=species:S:1:pos:R:3
C -0.9038 1.6635 2.1587
C -0.2749 1.1547 0.8539
C 0.6519 -0.0306 1.0908
C 1.1299 -0.5828 -0.2463
N 1.9575 -1.7878 -0.0705
N 0.4905 2.2667 0.2065
H -1.4633 0.7859 2.5088
H -0.1246 1.8640 2.8951
H -1.6101 2.4788 2.0311
H -1.1053 0.9223 0.1942
H 0.0141 -0.7822 1.5746
H 1.4538 0.2482 1.7649
H 0.2312 -0.8489 -0.8125
H 1.6748 0.1372 -0.8482
H 2.5501 -1.9921 -0.8684
H 1.3630 -2.5852 0.0969
H 0.6202 3.1213 0.7350
H 1.3771 1.9475 -0.1843
H -3.9156 -0.8037 -0.7562
H -3.3212 -0.1993 -2.0516
O -3.2549 -0.9979 -1.4289
H -2.6594 -4.4257 -1.0104
H -2.6336 -4.4380 0.6580
O -2.2836 -4.7741 -0.1659
H -2.6349 1.7699 -1.9717
H -2.6184 1.1904 -3.4244
O -3.2027 1.3106 -2.6535
H -1.0115 2.9093 -0.6615
H -1.3114 3.7640 -1.9636
O -1.7148 3.2234 -1.2781
H 2.8460 -2.4641 3.0960
H 2.6756 -2.1412 1.5351
O 3.3087 -2.1746 2.3118
H -3.6449 -2.5760 -1.8206
H -3.0705 -3.4630 -2.8637
O -3.7114 -3.5295 -2.1337
H 3.3662 3.3309 -0.6046
H 3.8696 2.0112 -0.0279
O 3.2176 2.3763 -0.6693
H 5.2572 0.7818 1.8730
H 3.9821 0.2492 1.4184
O 4.4342 1.0898 1.5127
```

Calculated values
Largest force on an atom, eV/Å: 2.51
Kohn-Sham gap (alpha / beta), eV: 2.048 / 9.161
Total charge: -1
Lowest unoccupied orbital energy (alpha / beta), eV: 2.79 / 2.74
⟨S²⟩: 0.75
Spin multiplicity: 2
ΔE to the lowest compared entry with this formula, charge and spin, kcal per mole: 0.0

Results of the Löwdin charge analysis, in e, for atoms 1 through 2: atom 1 (C): -0.1047, atom 2 (C): -0.4580

=====

Record 4
The following is a quantum chemistry calculation of a molecular structure, C33H15F4GaN11O, from the OMol25 dataset.

```
65
Properties=species:S:1:pos:R:3
Ga -1.8722 0.1052 -0.9140
C 3.7123 -1.1699 -0.4849
C 3.4918 0.2024 -0.4323
C 2.2561 0.7277 -0.7745
C 1.2256 -0.1063 -1.2216
C 1.4560 -1.4777 -1.2891
C 2.6870 -2.0036 -0.9066
N -0.0333 0.4521 -1.5687
C -0.0460 1.5174 -2.4323
C 0.9708 1.8139 -3.3639
C 0.8615 2.9172 -4.1721
C -0.2313 3.8088 -4.1071
C -1.2310 3.5678 -3.2127
C -1.1492 2.4232 -2.3997
N -2.0261 2.0907 -1.4187
N -2.8473 2.8476 -0.8563
C -3.3545 2.2140 0.3086
C -4.3326 2.8608 1.0403
C -4.7856 2.2623 2.2024
C -4.2505 1.0412 2.5916
C -3.2833 0.4581 1.7997
N -2.8240 1.0404 0.6889
H 4.6803 -1.5824 -0.2284
H 4.2869 0.8732 -0.1278
H 2.0898 1.7963 -0.7154
H 0.6897 -2.1373 -1.6746
H 2.8488 -3.0716 -0.9851
H 1.8236 1.1562 -3.4508
H 1.6434 3.1062 -4.8968
H -0.2710 4.6580 -4.7735
H -2.1003 4.2057 -3.1277
H -4.7107 3.8068 0.6813
H -5.5511 2.7395 2.7990
H -4.5805 0.5416 3.4904
H -2.8584 -0.5039 2.0493
N -4.7138 -2.2997 -2.3128
C -3.9454 -1.3246 -1.8475
O -4.2066 -0.6237 -0.8678
C -2.6078 -1.0067 -2.5111
C -2.7990 -0.1174 -3.6446
N -2.9278 0.6222 -4.5142
C -1.8004 -2.1660 -2.8207
N -1.1548 -3.1017 -2.9868
H -4.4496 -2.8303 -3.1266
H -5.5888 -2.5029 -1.8561
F 0.5655 0.1127 1.9015
C 1.5462 -0.6184 2.4222
C 2.6745 -0.0101 2.8064
F 2.7883 1.2908 2.6411
C 3.7740 -0.7351 3.4209
C 3.5086 -2.1412 3.6783
C 2.3637 -2.7402 3.3125
F 2.1942 -4.0289 3.5492
C 1.3345 -2.0398 2.5815
C 0.2359 -2.6782 2.0647
C -0.5770 -2.0205 1.1032
N -1.2189 -1.4725 0.3293
C -0.1243 -4.0454 2.2826
N -0.5027 -5.1159 2.4550
F 4.4424 -2.8553 4.2697
C 4.9589 -0.1434 3.7239
C 5.2603 1.2256 3.4180
N 5.5767 2.3013 3.1711
C 6.0546 -0.8208 4.3535
N 6.9537 -1.2956 4.8866
```

Calculated values
Largest force on an atom, eV/Å: 0.80
Kohn-Sham gap, eV: 4.388
Total charge: +1
Lowest unoccupied orbital energy, eV: -6.11
ΔE to the lowest compared entry with this formula, charge and spin, kcal per mole: 0.0

Results of the Löwdin charge analysis, in e, for atoms 1 through 2: atom 1 (Ga): 0.4954, atom 2 (C): -0.0906